ORCA calculation (wB97M-V/def2-TZVPD) on a 11-piece molecular cluster, C25H74NO21 overall.

Last column: Mulliken charge in e.
Cartesian coordinates (Å):
C 1.2767 -0.0273 1.5262  -0.649
N 0.8680 -0.2199 0.0946  0.918
C 1.7144 0.4516 -0.9135  -0.767
C 1.1367 -1.7749 0.0606  -0.257
C -0.5361 0.0160 0.1297  0.317
C -1.2496 -0.4008 -1.1959  -0.659
O -2.6444 0.0125 -1.1736  -0.502
H 0.8616 0.9504 1.8791  0.252
H 2.3141 0.3959 1.5777  0.002
H 0.8453 -0.7188 2.1766  0.457
H 2.7658 0.3565 -0.6382  0.299
H 1.2734 1.4500 -0.9926  0.241
H 1.6777 -0.1024 -1.8578  0.168
H 2.2405 -1.9777 0.3283  0.211
H 0.9194 -1.9784 -0.9590  0.352
H 0.2399 -2.2708 0.6305  -0.192
H -0.8302 1.0357 0.2821  0.651
H -0.9361 -0.6424 1.0197  -0.609
H -1.4700 -1.4006 -1.2433  0.078
H -0.9207 0.0731 -2.1526  0.526
H -2.4506 0.7750 -1.5077  -0.170
C -2.8310 -1.9179 3.4884  -0.206
C -1.6229 -2.9419 3.3689  -0.163
O -0.4203 -2.4515 2.9277  -0.435
O -3.9836 -2.2713 4.2313  -0.597
H -3.2066 -1.5943 2.5170  0.201
H -2.3676 -1.0289 3.6376  0.047
H -2.0293 -3.8873 2.7046  0.233
H -1.3494 -3.3102 4.4489  0.259
H 0.1177 -3.2679 2.7787  0.282
H -4.2466 -1.7157 5.0090  0.337
C 0.6646 -0.9215 6.3142  -0.819
C 0.1766 0.5573 6.0651  0.445
O -0.4557 0.9481 7.2401  -0.596
O 1.3838 -1.4016 5.1841  -0.491
H -0.0331 -1.4656 6.8195  0.418
H 1.2256 -1.1098 7.1860  0.495
H -0.4575 0.4012 5.3411  -0.233
H 0.7532 1.5100 5.8175  0.216
H -1.1440 0.4961 7.6519  0.295
H 0.7398 -2.1391 4.6968  0.224
C -3.3158 2.1152 2.0963  0.452
C -4.6549 2.2763 2.7654  -0.553
O -5.7786 2.2011 1.7545  -0.481
O -2.3840 1.6722 3.0330  -0.367
H -2.8881 3.1251 1.7253  0.276
H -3.1882 1.3243 1.2344  -0.293
H -4.5332 3.3856 3.0523  0.254
H -4.6886 1.6508 3.7973  0.206
H -5.8472 1.2639 1.5660  0.317
H -1.8495 2.5334 3.2422  0.298
C 2.0603 1.2265 -5.2583  -0.422
C 1.7787 2.6734 -4.9108  -0.251
O 1.4114 2.6237 -3.5303  -0.339
O 2.0365 1.1380 -6.6009  -0.575
H 1.3691 0.5492 -4.8649  0.305
H 2.9430 0.7098 -4.8306  0.191
H 1.0881 3.3608 -5.6361  0.234
H 2.7878 3.1702 -4.9846  0.300
H 1.4222 3.5063 -3.0672  0.249
H 2.9632 1.4412 -6.9804  0.358
C 3.2740 -2.6806 -3.1191  -0.311
C 3.7046 -2.5531 -4.5984  -0.202
O 3.1437 -3.7959 -5.3029  -0.532
O 3.7181 -1.5672 -2.4137  -0.508
H 3.6014 -3.4486 -2.5701  0.618
H 2.2678 -2.6617 -2.9584  0.052
H 4.6664 -2.3667 -4.9774  0.461
H 2.9823 -1.6453 -5.0094  -0.048
H 3.5634 -3.9742 -6.0320  0.249
H 4.6085 -1.4522 -1.8148  0.292
C 4.6776 -2.0976 2.3443  -0.073
C 5.0310 -1.8093 3.7841  -0.399
O 3.9010 -1.0997 4.3244  -0.425
O 5.5381 -3.0863 1.8515  -0.578
H 4.3457 -1.1639 2.0291  0.390
H 3.6656 -2.5205 2.4207  -0.004
H 5.7672 -1.1291 3.9503  0.272
H 5.0968 -2.7488 4.3653  0.303
H 3.3177 -1.7549 4.8111  0.266
H 5.4837 -3.8771 2.3711  0.349
C -2.2426 -4.1742 -1.9233  -0.182
C -1.7850 -5.4644 -1.2889  -0.624
O -2.9057 -6.0807 -0.6778  -0.529
O -1.1219 -3.6534 -2.6390  -0.478
H -3.0668 -3.6662 -1.4517  0.398
H -2.8790 -4.5662 -2.7794  0.299
H -0.9960 -5.2050 -0.5582  0.253
H -1.0768 -6.0858 -1.9799  0.315
H -3.4310 -6.6867 -1.3438  0.337
H -0.6580 -4.3642 -3.0223  0.246
C -5.6972 1.1095 -2.6301  -0.250
C -4.9880 0.6948 -3.8652  -0.099
O -5.7594 -0.4491 -4.3122  -0.539
O -5.3711 2.4987 -2.3519  -0.452
H -5.6404 0.6019 -1.7207  0.221
H -6.8974 0.9411 -2.6210  0.340
H -4.0224 0.3846 -3.7854  0.111
H -4.8958 1.6444 -4.6006  0.198
H -5.5039 -0.7458 -5.1619  0.288
H -6.1025 3.0939 -2.5414  0.212
C -2.4594 4.0436 -1.7640  -0.554
C -1.9189 3.8484 -3.2435  -0.221
O -1.5950 5.0770 -3.7934  -0.571
O -2.8121 2.8606 -1.2279  -0.120
H -3.2520 4.6691 -1.8567  0.445
H -1.6404 4.3863 -1.0610  0.095
H -2.6915 3.5881 -4.0629  0.165
H -1.1000 3.2122 -3.4544  0.236
H -2.4840 5.5544 -3.8294  0.353
H -3.8760 2.8494 -1.2940  0.169
C 4.9310 4.1701 2.3146  -0.379
C 4.6086 3.6804 0.8002  -0.854
O 4.4241 2.2109 0.8135  -0.394
O 5.0436 5.5546 2.1143  -0.524
H 5.8766 3.7852 2.7512  0.377
H 4.0395 3.9651 2.9453  0.232
H 5.4887 3.7247 0.3077  0.405
H 3.8801 4.0447 0.2039  0.585
H 5.3304 2.1399 1.1172  0.253
H 4.1510 5.8038 1.9162  0.323

As for the largest force on an atom: 9.00 eV/A. The relative energy (zero: lowest compared OMol25 entry of this formula, charge and spin) comes out at 70.2 kcal/mol. Its charge is +1. As for the highest occupied orbital energy: -11.4 eV. As for the molar mass: 724.853 u. The total energy comes out at -2630.70438 Ha.